No. 1
Computed, not measured: the molecule C19H24N4O at a distorted geometry, with the ωB97M-V functional and the def2-TZVPD basis.

Calculated values
**Max |F|**: 1.04 eV Å⁻¹
**Total energy**: -1032.7201 hartree

ORCA input file:
```
! wB97M-V def2-TZVPD RIJCOSX def2/J DEFGRID3
* xyz 0 1
C -0.440 -0.395 3.005
C 0.046 -0.887 1.681
C 1.335 -1.180 1.318
C 2.586 -1.097 2.120
N 1.364 -1.619 0.007
C 2.516 -1.892 -0.808
C 2.784 -0.728 -1.783
C 2.926 0.560 -1.026
C 4.159 0.964 -0.531
C 4.272 2.115 0.230
C 3.148 2.872 0.513
C 1.915 2.480 0.021
C 1.806 1.334 -0.746
C 0.101 -1.587 -0.483
N -0.269 -1.908 -1.727
C -1.560 -1.764 -1.935
N -2.483 -1.337 -1.088
C -2.119 -1.015 0.156
N -3.082 -0.608 1.019
C -4.393 -0.207 0.573
C -4.509 1.307 0.379
C -3.566 1.820 -0.705
O -3.777 3.210 -0.851
C -0.768 -1.138 0.535
H -0.847 0.614 2.917
H -1.217 -1.052 3.398
H 0.371 -0.364 3.727
H 2.362 -0.773 3.131
H 3.076 -2.070 2.175
H 3.282 -0.383 1.679
H 2.318 -2.799 -1.385
H 3.381 -2.053 -0.162
H 3.691 -0.948 -2.347
H 1.942 -0.670 -2.473
H 5.039 0.372 -0.744
H 5.238 2.419 0.607
H 3.234 3.767 1.112
H 1.035 3.069 0.236
H 0.843 1.033 -1.133
H -1.915 -2.011 -2.928
H -2.765 -0.225 1.895
H -4.572 -0.723 -0.371
H -5.128 -0.537 1.314
H -5.531 1.559 0.094
H -4.285 1.828 1.313
H -3.767 1.291 -1.646
H -2.521 1.623 -0.421
H -3.222 3.537 -1.566
*
```

***

No. 2
Computed, not measured: a structure of composition C19H24N7O3S2W at a distorted geometry, with the ωB97M-V functional and the def2-TZVPD basis.

Calculated values
**Max |F|**: 3.29 eV Å⁻¹
**Total energy**: -2209.6490 hartree

ORCA input file:
```
! wB97M-V def2-TZVPD RIJCOSX def2/J DEFGRID3
* xyz 3 3
W 11.859 9.834 6.459
N 18.420 9.201 11.141
C 17.629 8.836 10.082
C 16.196 8.749 10.158
C 15.397 8.535 9.036
C 16.085 8.375 7.804
C 17.460 8.276 7.677
C 18.219 8.637 8.765
S 15.094 7.926 6.408
O 14.405 6.721 6.780
O 15.803 7.960 5.165
N 13.931 9.331 6.499
C 14.260 10.573 6.044
N 13.075 11.305 5.935
C 13.127 12.509 5.273
C 14.339 13.195 5.216
C 15.443 12.436 5.420
N 15.403 11.118 5.767
H 17.962 9.750 11.890
H 19.367 9.539 10.972
H 15.828 8.823 11.162
H 14.315 8.651 9.131
H 17.930 8.062 6.718
H 19.317 8.514 8.697
H 12.205 12.939 4.960
H 14.418 14.302 4.974
H 16.432 12.924 5.412
O 7.678 8.940 4.119
N 8.129 8.012 4.890
C 7.313 7.473 5.864
C 7.854 6.475 6.646
C 9.131 5.992 6.385
C 9.990 6.726 5.594
C 9.518 7.861 4.912
S 10.448 9.340 4.686
H 6.316 7.854 5.732
H 7.275 6.170 7.496
H 9.567 5.097 6.833
H 11.083 6.464 5.527
N 11.642 8.355 11.393
C 11.323 9.802 10.904
C 11.985 9.946 9.527
N 11.317 9.125 8.486
C 11.406 7.623 8.936
C 10.968 7.344 10.438
H 11.191 8.289 12.322
H 12.628 8.165 11.504
H 11.793 10.517 11.623
H 10.198 9.987 10.896
H 13.105 9.818 9.515
H 11.912 11.032 9.216
H 10.312 9.427 8.528
H 12.456 7.381 8.813
H 10.773 7.018 8.267
H 11.276 6.366 10.734
H 9.880 7.528 10.516
*
```